Entry 1:
The following is a DFT calculation (ωB97M-V/def2-TZVPD) of 11 unconnected molecules or ions with the total composition C4H27NO12S.

E_tot, eV: -41484.84650
E_HOMO, eV: -1.237
LUMO, eV: 4.9961

The geometry in ORCA input format:
```
! RIJCOSX wB97M-V def2-TZVPD def2/J DEFGRID3
* xyz -2 1
C 0.93201 1.89751 2.89652
C 0.72890 1.69875 1.34811
C -0.24772 2.60928 0.62064
S 0.34143 3.62563 -0.78097
N 0.53903 0.29390 1.03033
C -0.61314 -0.42655 1.36430
O -1.42498 0.08065 2.13707
O -0.67913 -1.59075 0.80677
H 1.26300 2.93824 2.95390
H 1.72761 1.19647 3.14113
H 0.01775 1.62911 3.40222
H 1.74808 1.96669 1.07593
H -1.01624 1.96200 0.19083
H -0.74727 3.34937 1.25549
H 1.11364 -0.10836 0.31046
H 0.50617 0.44718 -2.95487
H 0.46040 1.19636 -1.63042
O 0.80232 0.37729 -2.04115
H -1.28910 -0.02301 -3.63112
H -1.09410 -1.43976 -3.64213
O -1.14527 -0.72315 -4.29288
H -2.67562 2.32339 -1.80694
H -2.74342 2.42127 -0.28884
O -3.29248 2.41547 -1.07755
H 0.35795 -3.31261 1.50323
H -0.65488 -4.21345 1.13564
O 0.28837 -4.25548 1.32277
H -2.54096 -1.99687 0.69305
H -3.78765 -1.23297 0.94955
O -3.50590 -2.07373 0.57118
H -2.31965 -1.06555 -1.54883
H -1.08503 -0.44897 -0.98111
O -1.64007 -0.41417 -1.76991
H 3.25305 1.08007 0.81852
H 3.20286 -0.37530 1.24921
O 3.59256 0.47949 1.48366
H 1.77739 -2.33073 0.73826
H 1.80500 -1.91197 2.24147
O 2.33552 -2.24768 1.51359
H 2.58124 1.03018 -2.27117
H 2.59277 2.56424 -2.12957
O 3.10071 1.81611 -2.47061
H -0.96271 -3.81967 -1.05139
H -0.54374 -2.40924 -0.88635
O -1.05869 -2.97867 -1.49805
*
```

Entry 2:
The following is a DFT calculation (ωB97M-V/def2-TZVPD) of 2 unconnected molecules or ions with the total composition C4H11N3O.

SMILES string: [H]/N=C\N(C)N.CC=O
E_tot, eV: -10840.33677
E_HOMO, eV: -8.764
LUMO, eV: 0.7810

The geometry in ORCA input format:
```
! RIJCOSX wB97M-V def2-TZVPD def2/J DEFGRID3
* xyz 0 1
H 0.39257 -2.11396 -0.67978
N 0.37474 -2.04605 0.33438
C 0.49605 -0.87880 0.83742
N 0.81881 0.36054 0.03982
C 1.73580 1.28760 0.70861
N 1.25000 0.08928 -1.28354
H 0.65579 -0.71377 1.89894
H 1.91476 2.19028 0.12306
H 1.39879 1.46446 1.72626
H 2.73649 0.85248 0.77280
H 1.94873 -0.64724 -1.33862
H 1.02271 0.83645 -1.93023
C -2.37043 -0.49948 -0.58764
C -1.60524 0.54279 0.18368
O -2.00559 1.66970 0.36294
H -1.67975 -1.30120 -0.85222
H -3.18772 -0.88264 0.01992
H -2.76898 -0.11759 -1.52762
H -1.12753 -0.09285 1.19184
*
```

Entry 3:
The following is a DFT calculation (ωB97M-V/def2-TZVPD) of a molecular structure, C59H38BrF9IMnN2OP2.

⟨S²⟩: 0.769
E_tot, eV: -219325.93402
E_HOMO (alpha / beta), eV: -10.008 / -10.095
LUMO (alpha / beta), eV: -3.2810 / -3.3063

The geometry in ORCA input format:
```
! RIJCOSX wB97M-V def2-TZVPD def2/J DEFGRID3
* xyz 1 2
Mn 0.42129 -0.39181 0.28885
Br -5.37027 -4.41812 2.54913
C -3.73169 -3.52933 2.24373
C -2.78895 -3.43557 3.28330
C -1.59860 -2.79220 3.08442
C -1.28055 -2.17790 1.84578
O -0.14070 -1.57795 1.72119
C -2.23195 -2.30128 0.79841
C -2.04328 -1.75371 -0.50773
N -1.06387 -0.99768 -0.88338
C -1.06359 -0.43034 -2.18111
C -1.92008 -0.72923 -3.20887
C -1.84891 -0.02959 -4.43069
C -0.91732 0.94703 -4.62788
C 0.01107 1.25066 -3.60501
C 1.03858 2.20692 -3.75749
C 1.92132 2.41185 -2.73722
C 1.77919 1.66489 -1.55499
N 0.82147 0.78267 -1.36212
C -0.06634 0.56004 -2.38240
C -3.45128 -2.98603 1.02566
H -3.01294 -3.88060 4.24401
H -0.86356 -2.72727 3.87627
H -2.83463 -1.98276 -1.21811
H -2.66506 -1.50584 -3.10799
H -2.55095 -0.27710 -5.21562
H -0.86559 1.48640 -5.56512
H 1.11846 2.75880 -4.68612
H 2.72739 3.12737 -2.81561
H 2.48683 1.80030 -0.74874
H -4.16554 -3.07191 0.21508
I 2.44891 -0.06989 2.03962
C 4.03653 0.46939 0.79428
C 4.72414 1.58074 1.20058
C 5.88513 1.99885 0.52392
C 6.35368 1.24163 -0.50337
C 5.66992 0.07500 -0.92734
C 6.26050 -0.72525 -1.93183
C 5.66946 -1.88188 -2.33410
C 4.40786 -2.21813 -1.81833
C 3.75098 -1.45032 -0.88175
P 2.00797 -1.96416 -0.56710
C 2.17872 -3.45369 0.45901
C 3.40439 -3.88093 0.95950
C 3.47266 -4.99127 1.79221
C 2.32067 -5.68349 2.12725
C 1.09114 -5.26167 1.63552
C 1.02150 -4.14826 0.81728
C 1.49633 -2.54827 -2.23004
C 1.73046 -1.70497 -3.32194
C 1.25118 -2.02331 -4.58030
C 0.51400 -3.18608 -4.76988
C 0.27610 -4.02769 -3.69652
C 0.76616 -3.71318 -2.43309
C 4.43321 -0.31430 -0.32984
H 4.38979 2.13186 2.06995
H 6.41109 2.88390 0.85415
H 7.27339 1.50687 -1.00936
H 7.20722 -0.40895 -2.35171
H 6.13824 -2.52164 -3.06906
H 3.91836 -3.10096 -2.20865
H 4.31426 -3.35255 0.70488
H 4.43152 -5.31257 2.17671
H 2.37730 -6.54901 2.77408
H 0.18497 -5.79112 1.89952
H 0.05383 -3.81359 0.46448
H 2.31479 -0.80006 -3.19274
H 1.45223 -1.36418 -5.41525
H 0.13787 -3.43749 -5.75290
H -0.27918 -4.94583 -3.83802
H 0.58793 -4.39811 -1.61586
F 2.25415 7.21705 1.58013
C 0.93487 7.10360 1.79066
F 0.68373 7.55716 3.02823
F 0.31630 7.93199 0.93346
C 0.45241 5.68670 1.62096
C -0.91544 5.43751 1.68890
C -1.38360 4.14646 1.54749
C -0.49542 3.09053 1.33015
C 0.86555 3.35452 1.27623
C 1.34497 4.65170 1.41940
P -1.11423 1.38169 1.11936
C -2.45961 1.62261 -0.09115
C -2.25392 2.49541 -1.15957
C -3.14379 2.54057 -2.22069
C -4.24803 1.70340 -2.22287
C -4.48263 0.84761 -1.15603
C -3.58948 0.80548 -0.09781
C -5.20731 1.73656 -3.38189
F -6.18888 2.63013 -3.19013
F -5.78912 0.54066 -3.57476
F -4.58751 2.06747 -4.52801
C -1.92535 1.09753 2.72834
C -3.23907 1.46433 3.02174
C -3.76110 1.23775 4.28309
C -2.96733 0.65980 5.26573
C -1.65328 0.31905 4.99703
C -1.14016 0.53289 3.72765
C -3.56536 0.42304 6.62751
F -3.85585 1.58308 7.23931
F -4.71117 -0.27223 6.53958
F -2.74004 -0.26045 7.43173
H -1.60618 6.25456 1.85177
H -2.44966 3.96067 1.59526
H 1.56456 2.54371 1.13202
H 2.40644 4.85268 1.37288
H -1.38113 3.13788 -1.17628
H -2.96798 3.21059 -3.05148
H -5.35295 0.20434 -1.15893
H -3.76880 0.11457 0.71677
H -3.86545 1.92650 2.27083
H -4.78479 1.50974 4.50524
H -1.03894 -0.12528 5.76753
H -0.12460 0.23031 3.50698
*
```

Entry 4:
The following is a DFT calculation (ωB97M-V/def2-TZVPD) of 14 unconnected molecules or ions with the total composition C5H39NO14.

E_tot, eV: -35974.66372
E_HOMO, eV: -9.964
LUMO, eV: 0.0011

The geometry in ORCA input format:
```
! RIJCOSX wB97M-V def2-TZVPD def2/J DEFGRID3
* xyz 0 1
C -2.47050 -1.04858 -0.47481
C -3.34613 -2.18384 -0.98146
C -1.20379 -1.59128 0.19101
N -0.32372 -0.46058 0.59307
C 0.83628 -0.92914 1.43504
C 2.06353 -1.25568 0.57482
O 2.73471 -0.02608 0.27983
H -3.10006 -0.40985 0.29621
H -2.23560 -0.34891 -1.25705
H -4.25152 -1.79245 -1.42678
H -2.86260 -2.82081 -1.66995
H -3.67744 -2.87657 -0.11205
H -1.48809 -2.29702 1.10394
H -0.69337 -2.24984 -0.51181
H -0.83801 0.20129 1.13384
H 1.08505 -0.13505 2.16723
H 0.63441 -1.83529 2.02926
H 2.80534 -1.86035 1.09978
H 1.86268 -1.76553 -0.39261
H 2.75151 0.19006 -0.68047
H -0.15693 -1.14608 -3.59236
H -1.60638 -1.16405 -3.23892
O -0.95153 -0.58960 -3.48746
H -2.53869 2.72508 -2.05420
H -1.52144 1.73193 -1.36175
O -2.40994 2.17540 -1.30695
H -1.18172 2.57963 1.84483
H 0.25751 2.00726 2.12794
O -0.65296 1.85625 2.28853
H 1.95003 -1.05047 -3.00022
H 1.92510 -1.88733 -4.17498
O 1.46181 -1.76339 -3.41678
H 0.24849 2.66732 -1.15262
H 1.12034 3.24267 -0.01419
O 0.50929 3.50166 -0.65946
H -0.90764 3.88229 0.29944
H -2.26478 3.17872 0.16345
O -1.75189 3.73747 0.77836
H -1.30868 -1.19444 3.61122
H -1.59163 -2.70623 4.03670
O -1.24609 -2.14340 3.32371
H 0.81063 -3.34841 -0.93953
H 1.31510 -3.04626 -2.34980
O 1.20511 -3.79548 -1.68798
H -2.29560 0.63268 4.56731
H -1.04427 0.95985 3.66086
O -1.40945 0.33472 4.35243
H 2.83469 1.26515 -2.66146
H 1.48051 0.86162 -2.05504
O 2.42751 0.49635 -2.30343
H -0.39247 0.41342 -2.30395
H -0.01640 0.40969 -0.71855
O -0.00063 1.01979 -1.58371
H 1.99921 1.44375 0.92153
H 2.68894 2.53455 1.70214
O 1.80690 2.25563 1.32053
H 4.58956 1.05874 2.63562
H 4.00978 0.85947 1.20314
O 4.32588 1.49951 1.82857
*
```

Entry 5:
The following is a DFT calculation (ωB97M-V/def2-TZVPD) of a molecular structure, C28H45N2O3S3SiTa.

E_tot, eV: -80816.85120
E_HOMO, eV: -14.467
LUMO, eV: -7.6894

The geometry in ORCA input format:
```
! RIJCOSX wB97M-V def2-TZVPD def2/J DEFGRID3
* xyz 2 1
Ta 0.80602 1.33928 -0.73015
C 4.04304 0.31348 -0.61572
N 3.32388 1.45053 0.03016
C 3.40463 1.32618 1.49641
C 2.22478 1.94593 2.16225
N 0.98075 1.22488 1.83482
C 1.00497 -0.19218 2.27657
C -0.14183 1.94904 2.41925
C -0.60648 1.65467 3.69327
C -1.63404 2.40015 4.25587
C -2.20559 3.44832 3.54863
C -1.75453 3.73755 2.27162
C -0.72845 2.98243 1.71420
S -0.17251 3.37457 0.10203
C 3.84636 2.70574 -0.51260
C 4.94132 3.35948 0.03197
C 5.45456 4.50257 -0.56818
C 4.87689 5.00599 -1.72359
C 3.79926 4.34532 -2.28967
C 3.30120 3.20024 -1.68326
S 2.03514 2.30701 -2.52728
H 5.08525 0.30841 -0.29005
H 4.01707 0.42427 -1.69655
H 3.57364 -0.62621 -0.34483
H 4.29689 1.80896 1.88872
H 3.48919 0.26907 1.73688
H 2.11283 2.98401 1.84467
H 2.37968 1.94825 3.24576
H 1.36859 -0.28146 3.30304
H 1.64494 -0.77458 1.62812
H -0.00051 -0.59755 2.20779
H -0.15750 0.85566 4.26731
H -1.97335 2.16595 5.25562
H -2.99203 4.04276 3.99328
H -2.18821 4.55264 1.70633
H 5.43983 2.97800 0.91217
H 6.31608 4.98788 -0.13076
H 5.27194 5.89699 -2.19156
H 3.35196 4.70129 -3.20863
C -2.99674 1.94453 -1.08882
C -2.95622 0.48559 -0.69040
C -3.47743 0.29099 0.72432
C -3.74874 -0.34055 -1.69205
O -1.51900 0.05449 -0.71819
Si -1.01465 -1.53272 -0.67407
S 1.09775 -1.01065 -0.87511
O -1.46827 -2.44621 -1.87988
C -1.15722 -2.81430 -3.26391
C -0.76697 -1.57041 -4.04515
C -2.42542 -3.44259 -3.80881
C -0.01658 -3.81770 -3.22410
O -1.27632 -2.13207 0.78105
C -1.17923 -3.45174 1.41608
C 0.03651 -3.43308 2.32856
C -2.45754 -3.63669 2.21180
C -1.03288 -4.54312 0.36708
H -4.03382 2.25563 -1.21056
H -2.48584 2.10155 -2.04317
H -2.54819 2.57297 -0.32681
H -4.53058 0.56917 0.76445
H -2.92399 0.91523 1.43112
H -3.38228 -0.75037 1.03192
H -4.76559 0.04413 -1.74849
H -3.79593 -1.39126 -1.39917
H -3.29752 -0.27903 -2.68264
H -1.57045 -0.83209 -4.02512
H -0.57467 -1.83536 -5.08445
H 0.14118 -1.12585 -3.63288
H -3.22443 -2.70457 -3.88837
H -2.75571 -4.24522 -3.14938
H -2.23923 -3.86355 -4.79697
H 0.84563 -3.39833 -2.70096
H 0.28671 -4.07404 -4.23903
H -0.32848 -4.73125 -2.71774
H -0.11020 -2.74892 3.16599
H 0.92886 -3.14170 1.76933
H 0.20206 -4.43196 2.73132
H -2.59264 -2.82505 2.92789
H -2.41222 -4.57835 2.75942
H -3.32251 -3.67010 1.54780
H -0.10348 -4.42105 -0.19609
H -1.87138 -4.52514 -0.32907
H -1.01201 -5.51475 0.85937
*
```

How do the records compare in ΔE to the lowest compared entry with this formula, charge and spin? In the order shown, they have 2.1568, 4.8745, 0.0000, 1.8958, 0.5102 eV.